A cluster of 11 separate species, C40H106N4O20 in total at a distorted geometry. Source: the OMol25 dataset; level of theory: wB97M-V/def2-TZVPD.

Its structure (SMILES) is COCCNCCOC.COCCNCCOC.COCCNCCOC.COCCNCCOC.CC(C)O.CC(C)O.OCCO.OCCO.OCCO.OCCO.OCCO. The LUMO energy comes out at 0.04 eV. The HOMO energy comes out at -8.47 eV. As for the spin multiplicity: 1.

Geometry as XYZ:
```
170
C40H106N4O20 (wB97M-V/def2-TZVPD)
C -11.560 1.061 -8.938
O -10.469 0.633 -8.095
C -10.253 -0.749 -8.215
C -8.876 -1.145 -7.509
N -7.841 -0.263 -8.007
C -6.653 -0.324 -7.164
C -6.541 1.045 -6.463
O -6.710 2.110 -7.335
C -6.450 3.412 -6.738
H -11.399 0.838 -9.993
H -11.889 2.091 -8.801
H -12.486 0.545 -8.687
H -10.277 -1.063 -9.258
H -11.047 -1.228 -7.642
H -8.729 -2.211 -7.681
H -9.073 -0.993 -6.448
H -8.238 0.663 -7.933
H -5.775 -0.563 -7.764
H -6.872 -1.128 -6.461
H -5.571 1.080 -5.968
H -7.275 1.138 -5.662
H -5.437 3.437 -6.338
H -7.214 3.676 -6.006
H -6.505 4.218 -7.471
C -3.592 -5.974 -0.983
O -2.415 -6.752 -1.243
C -2.708 -7.964 -1.935
C -1.453 -8.900 -2.143
N -0.349 -8.143 -2.675
C 0.829 -8.970 -2.987
C 2.118 -8.142 -3.166
O 3.208 -9.007 -2.974
C 4.254 -8.876 -3.930
H -3.336 -5.071 -0.429
H -4.310 -6.502 -0.356
H -4.083 -5.803 -1.941
H -3.049 -7.699 -2.935
H -3.547 -8.466 -1.453
H -1.657 -9.676 -2.881
H -1.189 -9.457 -1.244
H -0.127 -7.445 -1.980
H 0.535 -9.392 -3.949
H 1.009 -9.766 -2.265
H 2.253 -7.266 -2.532
H 2.136 -7.621 -4.123
H 4.669 -7.872 -3.847
H 3.944 -9.221 -4.917
H 5.022 -9.601 -3.658
C 1.642 5.855 -4.814
O 2.021 7.139 -4.381
C 2.505 7.965 -5.390
C 2.654 9.408 -5.061
N 1.398 10.034 -4.887
C 1.717 11.298 -4.229
C 0.543 12.355 -4.410
O 0.330 12.724 -5.793
C -0.251 14.047 -5.946
H 2.540 5.271 -5.018
H 0.816 5.766 -5.520
H 1.266 5.417 -3.890
H 2.010 7.801 -6.348
H 3.485 7.561 -5.644
H 3.255 9.919 -5.812
H 3.279 9.428 -4.168
H 1.081 10.322 -5.802
H 2.643 11.755 -4.576
H 1.907 11.088 -3.177
H 0.856 13.209 -3.809
H -0.327 11.899 -3.936
H -0.188 14.334 -6.996
H 0.303 14.823 -5.419
H -1.258 14.102 -5.532
C 0.814 -1.874 14.393
O 1.704 -2.395 13.442
C 3.012 -1.766 13.425
C 3.677 -2.302 12.107
N 3.926 -3.696 12.305
C 4.767 -4.256 11.234
C 4.047 -4.110 9.904
O 4.768 -4.902 8.968
C 4.682 -4.441 7.598
H 0.499 -0.910 13.993
H 1.288 -1.713 15.361
H -0.093 -2.466 14.513
H 3.529 -2.073 14.335
H 3.052 -0.677 13.416
H 4.619 -1.802 11.883
H 3.052 -1.991 11.270
H 3.055 -4.188 12.444
H 5.034 -5.276 11.509
H 5.700 -3.706 11.112
H 4.051 -3.063 9.600
H 3.000 -4.413 9.910
H 4.873 -3.368 7.557
H 3.708 -4.696 7.180
H 5.441 -4.868 6.943
C -3.240 0.017 6.861
C -1.943 0.532 7.571
C -1.991 0.297 9.101
O -0.782 -0.150 7.020
H -3.217 0.444 5.859
H -4.124 0.399 7.373
H -3.277 -1.072 6.871
H -1.864 1.608 7.412
H -1.827 -0.742 9.386
H -2.939 0.562 9.568
H -1.157 0.843 9.543
H -0.030 0.431 7.151
C 2.509 -2.806 -7.983
C 3.663 -2.650 -9.019
C 3.111 -2.191 -10.373
O 4.374 -1.533 -8.504
H 2.788 -3.018 -6.951
H 1.980 -3.726 -8.230
H 1.859 -1.933 -8.047
H 4.250 -3.564 -9.108
H 3.899 -1.885 -11.061
H 2.389 -1.387 -10.224
H 2.642 -3.091 -10.770
H 4.573 -1.707 -7.581
O -0.192 7.059 -0.286
C -1.512 6.450 -0.368
C -2.511 7.569 -0.641
O -2.337 8.150 -1.896
H 0.288 7.018 -1.116
H -1.462 5.697 -1.155
H -1.777 6.052 0.612
H -2.339 8.383 0.063
H -3.537 7.289 -0.405
H -1.408 8.317 -2.068
O 4.232 2.842 5.379
C 3.454 4.025 5.131
C 3.703 5.048 6.290
O 3.144 4.525 7.475
H 4.686 3.014 6.207
H 3.613 4.503 4.165
H 2.380 3.846 5.107
H 3.331 6.064 6.162
H 4.755 5.169 6.547
H 2.972 5.241 8.091
O 7.124 0.333 0.342
C 6.928 1.223 -0.701
C 7.565 0.722 -2.064
O 7.039 -0.490 -2.551
H 6.582 0.561 1.100
H 5.854 1.354 -0.832
H 7.482 2.134 -0.474
H 8.615 0.449 -1.963
H 7.482 1.501 -2.821
H 7.337 -1.144 -1.914
O -0.408 -1.612 -0.616
C 0.454 -1.475 0.480
C 1.647 -2.503 0.309
O 1.162 -3.799 0.526
H -0.595 -2.549 -0.715
H 0.855 -0.461 0.496
H -0.005 -1.632 1.456
H 2.468 -2.384 1.016
H 2.008 -2.182 -0.668
H 0.829 -3.765 1.426
O -1.306 -5.380 5.121
C -1.705 -6.356 6.036
C -3.093 -7.055 5.802
O -3.012 -7.764 4.589
H -1.159 -4.514 5.510
H -0.988 -7.176 6.062
H -1.755 -5.796 6.970
H -3.926 -6.358 5.887
H -3.173 -7.915 6.466
H -2.888 -7.168 3.847
```

Löwdin population analysis, charges in e, atoms 1 to 6: -0.0949, -0.1979, -0.2203, -0.2019, -0.0701, -0.1796